[1]
A cluster of 3 separate species, C35H62Cl2IN3O13P3S in total. Source: OMol25; level of theory: wB97M-V/def2-TZVPD.

Structure (XYZ):
```
120
Properties=species:S:1:pos:R:3:forces:R:3
C 1.93000 0.39441 -1.44208 0.83 0.74 -0.23
C 2.91581 0.01241 -0.22008 0.08 -1.03 -0.78
C 2.17000 -0.74213 0.99999 0.31 1.00 0.01
C 2.09994 0.21019 2.32669 0.26 -1.01 -1.11
C 3.58688 0.18356 3.00371 -1.33 -0.94 -2.32
N 3.62858 0.90400 4.30949 0.25 0.98 3.67
C 4.19952 2.24139 4.50893 0.26 -0.13 2.13
C 4.77259 2.99655 3.22929 -1.43 -0.16 -0.54
C 3.47271 3.40327 2.30820 -0.22 -0.86 0.55
C 2.13322 3.62251 3.18049 -0.23 0.31 -0.35
I 3.87027 5.26990 1.19339 -0.02 -0.94 0.46
C 4.25423 2.92687 5.93417 -2.55 -3.96 -0.41
S 5.04446 4.58555 6.11158 6.13 2.59 1.54
C 4.19517 5.93372 5.10891 -0.58 0.45 0.56
O 6.47675 4.42617 5.60199 -4.43 -0.28 0.07
O 5.14740 5.11458 7.51159 -2.05 -1.99 -2.73
C 3.64004 2.18772 7.16728 -0.60 -0.99 -3.30
C 3.57520 2.76063 8.65275 2.42 -1.46 4.30
O 4.14406 2.14750 9.59822 -2.33 2.39 -4.86
O 2.93521 3.99398 8.97286 -0.92 -2.36 -1.34
C 1.56689 3.81657 9.39118 -1.31 2.09 1.81
Cl 0.52969 2.82438 8.25161 1.03 0.36 0.70
C 0.92001 5.31916 9.41004 1.68 0.51 -1.70
C 1.32661 5.98970 7.98119 -0.24 0.76 -0.20
Cl -0.88730 5.32125 9.70018 1.51 -0.17 -0.16
C 3.00606 0.78798 6.91196 1.20 1.19 -4.37
P 2.24382 -0.14754 8.41738 -0.37 -0.11 2.37
N 2.92980 -1.80559 8.46690 -1.12 1.69 -1.37
O 0.55054 -0.32930 8.22815 1.52 -0.61 -0.34
C 3.04314 0.18110 5.45026 0.09 1.72 2.41
C 2.40108 -1.27905 5.32748 0.20 -1.97 -0.80
C 3.31789 -2.51729 5.18111 -5.04 -0.72 0.25
C 2.47806 -3.80960 5.13152 -0.45 3.17 0.27
C 0.95681 -3.73153 5.21733 0.47 -0.40 -0.10
N 0.07154 -2.61742 5.30548 6.64 0.18 -0.10
C 0.88842 -1.45284 5.35426 0.42 0.68 0.05
H 2.14481 -0.28893 -2.34516 -0.74 0.94 1.55
H 2.19557 1.46185 -1.80336 -0.55 -1.69 0.56
H 0.83089 0.39670 -1.13251 1.51 -0.18 -0.54
H 3.68432 -0.73877 -0.64998 -1.06 1.38 0.74
H 3.50134 0.94642 0.08548 -0.82 -1.29 -0.12
H 1.11033 -0.98357 0.64264 1.48 0.20 0.72
H 2.72568 -1.71077 1.24077 -0.91 1.22 -0.22
H 1.80498 1.24282 1.94188 0.40 -1.39 0.85
H 1.29548 -0.23022 3.00574 1.25 0.85 -0.66
H 4.28917 0.58549 2.20028 -0.73 -0.20 1.58
H 3.83761 -0.94395 3.08954 -0.26 2.09 0.48
H 5.42958 2.29538 2.61115 -0.72 1.06 1.07
H 5.31996 3.97086 3.43464 -0.48 -1.74 0.34
H 3.34897 2.59862 1.48594 -0.04 1.53 1.45
H 1.64614 2.63053 3.52613 0.76 1.63 -0.79
H 2.29931 4.23175 4.13781 0.05 -0.84 -1.53
H 1.42016 4.24530 2.52728 0.82 -1.25 1.11
H 4.51733 5.94017 4.01499 -0.54 -0.27 1.58
H 3.06616 5.86218 5.27816 1.58 0.00 -0.44
H 4.52961 6.91368 5.62840 -0.22 -1.87 -0.72
H 1.47930 3.44384 10.48410 0.33 -0.13 -2.10
H 1.40462 5.97814 10.20731 -0.78 -1.31 -0.85
H 1.47843 5.21860 7.15171 -0.40 0.86 1.27
H 2.31243 6.58130 8.06137 -1.48 -1.06 0.15
H 0.53145 6.73795 7.61615 1.10 -1.24 0.74
H 2.22635 -2.48672 8.12464 0.80 0.38 -0.07
H 3.74995 -1.75481 7.84234 -0.46 -0.69 0.41
H 0.14490 -0.36808 9.12604 0.58 0.26 -0.81
H 4.45493 -2.52957 5.14764 -1.77 0.19 0.05
H 2.99646 -4.82457 5.03215 -1.02 1.69 0.21
H 0.40975 -4.75128 5.20983 1.03 1.86 -0.04
H 0.28566 -0.46730 5.42975 1.12 -1.76 -0.07
O -2.10284 -1.78317 -4.49443 -4.07 -1.87 0.43
P -2.05044 -3.11363 -3.72619 9.57 1.55 0.92
O -1.29673 -2.49106 -2.38883 -0.73 0.10 0.31
C -2.10207 -1.80372 -1.44213 -0.02 -0.01 0.17
C -3.03417 -2.74714 -0.70484 -0.12 -0.07 0.11
O -0.69099 -3.67380 -4.50452 -1.19 -0.67 -0.32
C -0.35188 -3.16375 -5.79325 0.12 0.37 -0.26
C 0.54581 -1.93910 -5.68896 0.33 -0.04 0.09
O -2.03493 -4.61349 -2.89191 -3.34 1.17 -1.30
C -3.09943 -5.49812 -3.25639 -0.26 -0.69 -0.17
C -3.06983 -5.86392 -4.72946 0.10 -0.02 -0.02
H -2.66747 -1.01090 -1.94279 0.02 0.05 0.03
H -1.42508 -1.32755 -0.72686 0.07 -0.04 -0.15
H -3.79187 -3.15362 -1.38128 -0.06 0.02 0.07
H -3.55245 -2.22822 0.10556 0.01 0.00 -0.09
H -2.48390 -3.59403 -0.28810 -0.01 0.12 -0.04
H -1.25604 -2.95032 -6.37014 0.12 0.09 0.11
H 0.17734 -3.95208 -6.33458 -0.04 -0.10 0.24
H 0.21065 -1.23115 -4.93001 -0.25 -0.06 -0.11
H 0.60261 -1.42012 -6.64840 0.01 -0.05 0.03
H 1.55847 -2.24056 -5.40025 -0.09 0.00 -0.10
H -4.05486 -5.03002 -2.99901 -0.05 -0.17 0.07
H -2.99674 -6.40069 -2.64879 0.11 0.18 0.05
H -3.22738 -4.98316 -5.36237 -0.08 0.01 -0.04
H -3.85485 -6.58706 -4.96180 0.03 0.09 0.02
H -2.10217 -6.28771 -5.00366 -0.07 0.01 0.05
O -3.95170 -2.18486 -9.40725 2.56 3.62 -0.14
P -4.75726 -0.93243 -9.04319 -7.54 -5.57 1.38
O -5.31936 -1.48199 -7.58705 0.58 0.47 -0.09
C -4.43604 -1.42855 -6.47474 0.06 -0.05 0.20
C -4.16399 -0.00671 -6.03603 0.03 0.34 0.17
O -6.08440 -1.30937 -9.97379 0.81 1.01 -0.40
C -5.94945 -2.21858 -11.06428 0.11 -0.44 -0.11
C -6.19150 -3.65538 -10.62475 -0.33 -0.11 0.06
O -5.56933 0.54102 -8.69862 3.59 0.17 -0.87
C -4.97646 1.69324 -9.30379 -0.08 0.58 -0.30
C -4.94894 1.60254 -10.81911 -0.08 -0.03 -0.06
H -3.50257 -1.94448 -6.71856 -0.03 0.00 0.05
H -4.91465 -1.97625 -5.65780 -0.07 -0.03 -0.16
H -3.58774 0.53057 -6.79591 0.06 0.03 0.04
H -3.59131 0.01006 -5.10685 -0.01 -0.07 -0.16
H -5.09613 0.54397 -5.88708 0.03 -0.11 -0.06
H -4.97093 -2.10382 -11.53895 -0.06 -0.11 0.16
H -6.69027 -1.94446 -11.81999 -0.07 0.17 0.20
H -5.69133 -3.90194 -9.68774 0.20 0.16 -0.13
H -5.85587 -4.35526 -11.39334 -0.04 0.04 0.02
H -7.26057 -3.81939 -10.45316 0.10 0.02 -0.08
H -3.96245 1.81935 -8.91083 -0.03 0.19 0.02
H -5.56317 2.56240 -8.99592 -0.02 -0.18 0.10
H -4.32026 0.77138 -11.15738 0.06 0.02 -0.01
H -4.54861 2.52222 -11.25211 0.00 -0.07 0.05
H -5.95121 1.42903 -11.21468 0.06 0.04 0.06
```
Positions in Å, forces in eV/Å.

Its HOMO energy is -10.896 eV. The value obtained for the frontier orbital gap is 5.829 eV. The net charge is +1.

---

[2]
A cluster of 9 separate species, C35H62N3O11S5 in total. Source: OMol25; level of theory: wB97M-V/def2-TZVPD.

Structure (XYZ):
```
116
Properties=species:S:1:pos:R:3:forces:R:3
C 23.90968 -18.29550 26.74322 -1.25 -1.22 1.93
C 24.84699 -17.61144 25.87898 1.95 2.07 -1.88
C 25.47145 -16.32118 26.56213 0.51 -1.82 0.86
O 25.79613 -18.53139 25.30129 -1.33 1.55 0.84
H 24.45521 -18.63961 27.62191 -0.27 -0.37 0.21
H 23.35152 -19.11453 26.28965 0.43 -0.26 -0.10
H 23.14933 -17.57800 27.05172 0.06 0.16 0.22
H 24.18535 -17.25663 25.08877 0.29 0.01 -0.98
H 26.06249 -15.62200 25.97059 -0.47 -0.17 -0.38
H 26.17086 -16.72074 27.29648 0.51 -0.18 0.02
H 24.79836 -15.80793 27.24888 -0.60 0.20 -0.78
C 20.74194 -18.04150 23.92046 0.19 0.74 -1.83
C 20.10664 -18.79811 25.05179 -0.16 0.28 0.71
C 20.35327 -20.27680 24.93625 0.60 -0.90 -0.24
S 21.42446 -20.63331 23.46344 -0.72 -0.93 1.66
O 20.58268 -21.16697 22.41795 0.17 0.58 -0.17
O 22.52884 -21.47499 23.92094 -0.49 1.46 -0.75
C 21.82366 -18.86879 23.19871 0.83 -0.42 0.03
H 21.08820 -17.06290 24.25294 0.58 -0.15 0.14
H 20.00885 -17.72264 23.17951 -0.21 -0.46 -0.21
H 19.04533 -18.56465 25.13670 0.02 0.00 -0.05
H 20.58653 -18.41205 25.95111 -0.15 -0.30 0.33
H 19.47706 -20.90563 24.77832 -0.03 0.17 0.03
H 20.89059 -20.62285 25.81922 0.02 -0.31 -0.23
H 21.99109 -18.65490 22.14310 -0.54 -0.11 -0.08
H 22.83947 -18.82927 23.59197 -0.03 0.34 0.58
C 23.41792 -21.48609 30.90725 0.49 0.58 -0.59
C 22.47261 -22.63736 31.03091 -0.60 -1.83 0.23
C 22.00156 -23.18324 29.64140 0.45 0.77 -0.28
S 21.91565 -21.63135 28.57435 1.29 0.83 0.74
O 20.51241 -21.22159 28.48931 1.13 -0.37 -0.31
O 22.78840 -21.63946 27.37933 -1.70 -0.31 1.88
C 22.74499 -20.53624 29.92475 -1.02 -0.09 -0.45
H 24.41861 -21.77655 30.58730 -0.17 -0.21 -0.45
H 23.56963 -21.10404 31.91677 -0.18 0.59 -0.08
H 21.64913 -22.38102 31.69745 -0.49 0.40 -0.54
H 22.93517 -23.40578 31.65031 0.25 -0.47 -0.46
H 21.04684 -23.70664 29.58987 -0.21 0.54 0.29
H 22.69170 -23.87924 29.16454 0.46 0.34 0.11
H 21.88907 -20.07036 30.41306 -0.23 -0.13 0.01
H 23.27461 -19.70251 29.46377 0.46 -0.51 -0.18
C 20.70488 -15.53966 26.73040 0.38 -0.09 -1.45
C 20.78021 -14.15483 26.00262 0.79 -0.23 -1.20
C 21.14099 -13.00528 26.93677 -1.21 -0.71 1.18
S 21.91225 -13.82778 28.38799 -0.77 0.66 1.04
O 21.48061 -13.11638 29.61757 1.18 -1.39 -2.00
O 23.33436 -14.05808 28.09308 -1.37 0.54 -0.01
C 20.95101 -15.40002 28.17583 -0.02 1.11 2.07
H 21.45584 -16.15882 26.23970 0.11 -0.20 0.31
H 19.75630 -16.04079 26.53759 -0.07 0.18 0.06
H 19.84368 -14.05311 25.45429 -0.01 0.68 0.27
H 21.54775 -14.16755 25.22878 0.03 -0.46 -0.08
H 20.16432 -12.62421 27.23512 0.29 0.35 0.79
H 21.76724 -12.14973 26.68394 0.15 -0.48 -0.55
H 20.07495 -15.14738 28.77316 -0.45 0.26 -0.38
H 21.30513 -16.25249 28.75547 0.87 0.06 -0.38
C 27.44050 -14.91529 31.53670 -1.19 -0.54 2.39
C 27.34428 -13.43779 31.83061 -0.65 0.40 -0.61
C 28.52215 -12.80518 31.16075 0.89 0.47 0.03
S 28.87389 -13.76853 29.63406 -0.39 0.42 -1.33
O 30.28599 -14.12424 29.63454 -1.02 0.18 0.05
O 28.29942 -13.13281 28.41731 0.81 -1.03 2.30
C 27.81218 -15.19949 30.16004 1.00 0.00 -1.90
H 26.46117 -15.33948 31.75824 -0.05 -0.28 0.03
H 28.11840 -15.34790 32.27249 0.31 -0.17 -0.16
H 27.32877 -13.28853 32.91023 -0.03 0.25 -0.13
H 26.43884 -13.02667 31.38423 -0.26 -0.04 0.19
H 29.37308 -12.93000 31.83040 0.39 -0.02 -0.41
H 28.42700 -11.74604 30.92145 -0.06 -0.14 -0.18
H 28.39259 -16.11517 30.04711 0.14 0.20 -0.17
H 26.94935 -15.26022 29.49676 0.13 0.27 -0.15
C 26.84209 -18.80065 31.45332 1.14 0.86 -1.30
C 27.62747 -19.91417 32.10864 0.55 -1.47 -0.89
C 27.29813 -21.15502 31.24433 -0.91 0.40 -0.84
S 27.49965 -20.55422 29.43786 0.43 -0.44 -0.20
O 26.29371 -20.93841 28.61640 2.59 0.95 1.91
O 28.88552 -20.85208 28.94044 -3.13 0.45 1.07
C 27.42814 -18.72582 30.00028 -0.17 -2.23 -0.69
H 27.06001 -17.84153 31.92310 -0.34 0.03 0.13
H 25.77324 -19.01144 31.48832 0.08 0.16 -0.17
H 27.37446 -20.05964 33.15885 0.04 -0.08 -0.08
H 28.70392 -19.80110 31.97994 0.11 0.58 0.46
H 26.22305 -21.29255 31.36004 -0.04 -0.32 -0.29
H 27.78288 -22.12185 31.37979 0.37 0.37 0.04
H 26.95333 -18.28703 29.12272 -0.50 0.47 0.52
H 28.48881 -18.47965 29.95046 -0.01 0.23 0.33
N 24.19933 -15.49728 30.19315 -0.20 -1.60 0.64
C 23.82637 -14.86879 31.33550 0.81 0.98 0.44
C 23.75570 -15.81552 32.34464 -1.08 3.81 1.08
C 23.92063 -17.03158 31.80030 0.36 -2.81 -0.79
C 24.20893 -16.84019 30.47575 0.45 -0.35 -1.29
H 24.41488 -15.15926 29.26613 -0.43 0.55 0.39
H 23.72588 -13.79509 31.39440 0.00 -0.10 -0.08
H 23.54265 -15.52129 33.36171 -0.12 -0.31 0.01
H 23.79080 -17.96122 32.33445 0.21 -0.12 -0.23
H 24.42546 -17.51107 29.65756 0.00 -0.23 0.21
N 25.61934 -18.35966 22.23667 0.36 1.45 1.26
C 26.16262 -17.32381 21.53446 0.34 0.51 1.27
C 25.98254 -17.60451 20.22883 0.31 1.46 -2.00
C 25.30681 -18.80333 20.11539 -1.14 -2.23 0.27
C 25.06932 -19.22956 21.39330 -0.34 -1.45 0.54
H 25.55212 -18.39293 23.24388 0.15 -0.25 -0.19
H 26.61948 -16.49650 22.05718 -0.01 -0.02 -0.22
H 26.17998 -16.96432 19.38173 0.42 0.06 0.18
H 25.03201 -19.46257 19.30528 0.10 0.63 -0.44
H 24.65130 -20.10136 21.87457 -0.21 -0.29 -0.64
N 28.57150 -17.72281 26.26972 0.01 0.76 0.76
C 29.55105 -18.57797 26.68005 0.01 -0.69 -0.92
C 30.57317 -17.80125 27.14997 1.91 -3.05 1.28
C 30.18358 -16.52099 27.20203 -0.39 3.57 -0.30
C 28.95658 -16.44860 26.63772 -1.66 0.33 -0.65
H 27.69125 -17.95441 25.83197 0.11 -0.22 0.13
H 29.44534 -19.64518 26.55239 0.13 0.14 -0.01
H 31.53678 -18.06716 27.55881 -0.12 -0.71 -0.16
H 30.76186 -15.66469 27.51626 -0.07 -0.10 0.14
H 28.30437 -15.60086 26.48817 0.12 -0.04 -0.11
```
Positions in Å, forces in eV/Å.

Its HOMO energy (alpha / beta) is -7.655 / -7.655 eV. The value obtained for the frontier orbital gap (alpha / beta) is 7.793 / 5.166 eV. The expectation value of S² is 0.75. The spin multiplicity is 2. The net charge is 0.